[1]
Entry from the OMol25 dataset: a molecular structure, C46H99CdN5O24 (ωB97M-V with the def2-TZVPD basis set).

XYZ file:
```
175
C46H99CdN5O24 | the OMol25 dataset | ωB97M-V with the def2-TZVPD basis set
O -1.5699 -3.9390 0.8552
H -0.8970 -3.9910 1.5379
H -1.3831 -3.1775 0.3013
H -1.6384 -4.7647 0.3702
O 1.3891 -0.8538 0.4895
H 1.4742 0.1025 0.4913
H 1.9963 -1.3236 1.0659
H 1.3089 -1.2636 -0.3749
Cd 2.0666 -4.5175 2.0076
C 3.6658 -7.1049 -0.9928
C 3.2300 -7.1857 -2.2903
C 1.8779 -6.5344 -2.6428
O 1.2992 -6.7390 -3.7917
C 1.0580 -5.8960 -1.7842
C 1.5416 -5.6383 -0.4776
C 2.8845 -6.3527 -0.0790
O 3.1394 -6.1864 1.1272
O 0.9979 -4.9709 0.4021
O 3.9703 -7.7378 -3.1538
H 4.6221 -7.5288 -0.7240
H 0.1254 -5.4765 -2.1317
C -1.2673 -3.4145 -2.8445
C -0.9391 -3.8721 -4.0606
C 0.3939 -3.4240 -4.7293
O 1.0203 -4.0286 -5.7174
C 1.2573 -2.5318 -4.1397
C 0.9909 -2.0798 -2.7293
C -0.3675 -2.5885 -2.0282
O -0.5543 -2.1597 -0.8564
O 1.6364 -1.2361 -2.1481
O -1.7494 -4.7162 -4.6056
H -2.2314 -3.6217 -2.4042
H 2.1155 -2.1329 -4.6601
C 0.1876 -2.7153 5.2261
C 0.0834 -2.4877 3.7203
O 0.6092 -3.3541 2.8207
H 1.1326 -2.3912 5.6619
H 0.1575 -3.7872 5.4221
H -0.6654 -2.2003 5.6680
H 0.4362 -1.4685 3.5628
H -0.9831 -2.4111 3.5087
C 5.3291 -1.8389 1.4099
C 4.5311 -2.7551 0.4842
O 3.2350 -2.9592 0.8923
H 4.8040 -0.8899 1.3019
H 6.3873 -1.7292 1.1727
H 5.3241 -2.0245 2.4840
H 5.0629 -3.7060 0.5187
H 4.5439 -2.5251 -0.5812
O 3.4903 -4.4148 3.5652
H 4.4017 -4.7069 3.5507
H 3.5029 -3.6153 4.0915
O 4.2296 -1.1219 -2.5353
H 3.3127 -1.3741 -2.4266
H 4.7046 -1.6675 -1.9084
C -6.8955 7.1943 -7.3012
O -5.9093 6.7010 -6.3125
C -5.3130 5.4080 -6.4765
C -4.4725 5.3659 -5.2647
N -3.5734 4.2270 -5.2147
C -4.1793 2.9442 -5.4925
C -3.3228 1.6904 -5.0540
O -3.1745 1.7175 -3.5959
C -3.0518 0.5233 -2.9574
H -6.5467 6.8434 -8.2725
H -7.0064 8.2698 -7.1634
H -7.8704 6.7571 -7.0853
H -4.7160 5.4079 -7.3885
H -6.1573 4.7192 -6.4464
H -5.1515 5.2954 -4.4149
H -3.8993 6.2895 -5.1847
H -3.2696 4.0748 -4.2636
H -4.5626 2.8221 -6.5056
H -5.0560 2.6554 -4.9128
H -2.3115 1.6432 -5.4579
H -3.8940 0.8261 -5.3928
H -2.4456 -0.1188 -3.5964
H -4.0136 0.0963 -2.6734
H -2.3271 0.5888 -2.1458
C 1.0734 7.9757 6.9459
O 0.9111 6.7296 6.2415
C 0.2243 7.1104 5.0171
C 0.0319 5.8482 4.1732
N 1.2712 5.4319 3.5458
C 1.3850 6.0613 2.2500
C 2.7556 5.5975 1.6478
O 3.9156 6.0866 2.3902
C 5.2052 5.5494 2.1270
H 1.7121 8.8084 6.6512
H 1.5747 7.7420 7.8851
H 0.1415 8.2670 7.4305
H 0.6897 7.9352 4.4775
H -0.7130 7.5970 5.2868
H -0.7274 5.9596 3.3991
H -0.4330 5.0606 4.7662
H 2.0534 5.6371 4.1509
H 1.2350 7.1391 2.1870
H 0.6857 5.5341 1.6010
H 2.8094 5.7187 0.5659
H 2.7876 4.5181 1.7963
H 5.3770 4.5776 2.5898
H 6.0504 6.1500 2.4631
H 5.2302 5.4069 1.0467
C -1.9130 1.1984 1.1623
O -0.7020 0.9196 1.9057
C 0.0830 2.1532 2.1386
C 1.2142 1.9903 3.2146
N 2.2399 1.0942 2.6724
C 3.5398 1.1961 3.2550
C 3.6947 0.9975 4.7594
O 3.4285 -0.3555 5.0331
C 4.5590 -0.9915 5.6771
H -2.5825 1.7542 1.8188
H -2.3233 0.1886 1.1642
H -1.6927 1.5944 0.1709
H -0.4878 2.9873 2.5467
H 0.4156 2.5600 1.1837
H 0.8627 1.5662 4.1552
H 1.6875 2.9476 3.4328
H 1.9151 0.2236 3.0681
H 3.9169 2.2027 3.0745
H 4.2459 0.6047 2.6722
H 2.9288 1.4911 5.3577
H 4.6299 1.4246 5.1214
H 4.4587 -0.8081 6.7468
H 5.5533 -0.8028 5.2722
H 4.3579 -2.0500 5.5125
C 4.6574 4.2504 -2.2660
O 4.3943 3.6634 -1.0026
C 3.1155 3.0441 -0.9116
C 2.8166 1.7152 -1.6440
N 1.4768 1.3193 -1.5096
C 0.5283 2.1936 -2.1203
C 0.3604 1.9508 -3.6471
O 1.5168 2.4480 -4.3868
C 1.4165 2.0106 -5.7018
H 4.2891 3.7084 -3.1370
H 5.7218 4.4012 -2.4461
H 4.0736 5.1707 -2.2833
H 2.3391 3.7702 -1.1526
H 2.9714 2.7057 0.1145
H 3.3881 0.9026 -1.1955
H 3.0487 1.6516 -2.7071
H 1.4054 0.4023 -1.9268
H 0.4666 3.2745 -1.9933
H -0.4366 1.9775 -1.6617
H -0.5501 2.4328 -4.0034
H 0.3843 0.8850 -3.8741
H 1.5148 0.9381 -5.8696
H 2.1944 2.5053 -6.2835
H 0.4673 2.2274 -6.1917
C -4.2314 -1.7624 -0.4135
O -4.3326 -3.1937 -0.5401
C -5.1401 -3.6655 0.5806
C -5.7768 -5.0557 0.2900
N -4.7711 -6.0557 0.2827
C -5.3852 -7.3649 0.3781
C -6.0133 -7.6740 1.7669
O -5.0710 -7.9607 2.7470
C -5.5862 -8.4444 4.0045
H -3.7233 -1.3416 0.4542
H -5.1182 -1.1905 -0.6867
H -3.4725 -1.4316 -1.1225
H -6.0256 -3.0472 0.7277
H -4.4722 -3.7869 1.4334
H -6.3252 -4.9318 -0.6438
H -6.5671 -5.2157 1.0234
H -4.1612 -6.0066 1.0863
H -4.4874 -7.9706 0.2550
H -6.0609 -7.6447 -0.4301
H -6.6502 -8.5444 1.6091
H -6.6459 -6.8370 2.0622
H -4.7770 -8.2815 4.7163
H -5.6597 -9.5092 3.7836
H -6.5452 -8.0733 4.3660
```

**Charge**: -2
**Maximum force**: 7.6 eV/A
**E_HOMO**: -0.0516 hartree
**Kohn-Sham gap**: 4.275 eV
**LUMO**: 2.87 eV
**Calculated total energy**: -4058.81252 a.u.

Löwdin population analysis, charges in e, atoms 1 to 2: atom 1 (O): 0.277, atom 2 (H): 0.088

[2]
Entry from the OMol25 dataset: 14 unconnected molecules or ions with the total composition C47H103N9O14 (ωB97M-V with the def2-TZVPD basis set).

XYZ file:
```
173
C47H103N9O14 | the OMol25 dataset | ωB97M-V with the def2-TZVPD basis set
C -15.7397 9.8334 18.6845
C -14.3321 9.2679 18.5511
C -13.6249 10.1616 19.6561
O -14.1160 11.4391 19.4863
C -15.4762 11.3186 19.1146
H -16.2998 9.4883 19.5626
H -16.3770 9.8198 17.8339
H -13.8987 9.3848 17.5657
H -14.3040 8.2200 18.8191
H -12.5498 10.2367 19.5463
H -14.0089 9.6640 20.5416
H -15.4656 12.0278 18.2924
H -16.1347 11.6894 19.9599
C -15.3712 2.0302 19.5554
C -14.6099 2.7878 18.4595
C -13.0966 2.4940 18.7019
O -13.0294 2.3206 20.1230
C -14.1321 1.5482 20.4793
H -15.8652 1.1720 19.0659
H -16.1145 2.6689 19.9835
H -14.7590 3.8627 18.4806
H -14.9329 2.3798 17.5091
H -12.4241 3.2279 18.3177
H -12.8689 1.5880 18.2314
H -14.2787 1.6711 21.5644
H -13.9813 0.4757 20.3727
C -17.0225 3.7884 25.4010
C -16.9187 5.4038 25.4684
C -15.4047 5.6468 25.4378
O -14.9276 4.6358 24.6138
C -15.7651 3.4230 24.5511
H -17.9740 3.4322 24.9626
H -16.8906 3.4844 26.4553
H -17.4867 5.8637 26.2436
H -17.3588 5.7884 24.4978
H -14.9653 5.4883 26.4398
H -15.0088 6.6439 25.1202
H -15.2058 2.5597 24.8921
H -16.0521 3.2567 23.5203
C -2.8835 2.7303 23.6216
C -3.1360 4.2164 23.2150
C -4.0602 3.9940 22.0272
O -4.8895 2.8673 22.3865
C -4.2749 2.1564 23.4204
H -2.4568 2.6227 24.6255
H -2.2065 2.2962 22.8887
H -2.2726 4.7694 22.7897
H -3.5457 4.7984 24.0223
H -3.5135 3.6890 21.1262
H -4.7669 4.8049 21.7808
H -4.3705 1.1014 23.1572
H -4.8497 2.1821 24.3388
C -11.7931 0.3404 24.8837
C -12.4622 0.6138 23.5050
C -12.0188 1.9986 23.2145
O -11.1800 2.4969 24.3409
C -10.6543 1.2242 24.8589
H -11.4680 -0.6843 25.0591
H -12.4289 0.7463 25.7093
H -13.5499 0.4675 23.6658
H -12.1003 -0.1954 22.7718
H -12.7939 2.7716 23.0296
H -11.3633 1.9361 22.3623
H -10.1036 1.4592 25.7615
H -9.8955 0.8888 24.1225
C -9.0742 9.1391 21.5217
O -8.8312 9.4993 22.6734
N -9.5084 9.9164 20.5643
C -9.8093 9.2850 19.3107
C -9.6828 11.2938 20.7808
H -8.8590 8.0903 21.2219
H -9.7448 8.1893 19.4683
H -9.1920 9.6015 18.4382
H -10.7490 9.4595 18.9259
H -9.4350 11.4894 21.7987
H -9.1541 11.9869 20.1739
H -10.7521 11.6346 20.8002
C -7.6016 3.3621 20.4534
O -7.9808 4.3170 19.8193
N -8.1871 2.1232 20.4464
C -7.5614 0.9959 21.1244
C -9.5535 1.8625 19.9403
H -6.6069 3.3678 20.9508
H -8.1845 0.5112 21.9098
H -6.7588 1.5174 21.6153
H -7.1880 0.3363 20.3590
H -10.0191 1.1012 20.5108
H -10.1592 2.7310 20.0687
H -9.5801 1.6012 18.8534
C -12.3156 5.7051 19.6872
O -13.0534 5.6685 18.7169
N -12.7687 5.5195 20.9322
C -11.8352 5.7440 22.0911
C -14.2397 5.6050 21.1814
H -11.2027 5.7865 19.5844
H -10.7779 5.7858 21.7105
H -11.9387 4.9222 22.7959
H -12.0334 6.6927 22.6447
H -14.6822 4.9142 20.4454
H -14.4888 5.4264 22.2800
H -14.6684 6.5721 20.9242
C -6.4376 8.8684 17.2122
O -6.7814 10.0331 17.3052
N -6.0103 8.0472 18.2096
C -5.7595 6.6306 17.9948
C -6.0503 8.5647 19.6160
H -6.4200 8.3173 16.1775
H -6.4017 6.0383 18.6033
H -4.6835 6.4755 18.2485
H -5.9960 6.5105 16.9140
H -5.3687 9.3772 19.7142
H -7.0052 8.9519 19.8780
H -5.6604 7.7955 20.2050
C -11.3844 12.0606 16.7208
O -11.0385 10.9727 17.2722
N -10.5048 12.9823 16.2757
C -10.9493 14.2583 15.8549
C -9.1636 12.8811 16.7432
H -12.4314 12.3435 16.5642
H -12.1018 14.3936 15.8411
H -10.5458 14.5077 14.8741
H -10.6641 15.0202 16.5913
H -8.5188 13.3980 16.0189
H -8.9960 13.2876 17.7139
H -8.8178 11.8642 16.7529
C -4.7408 7.7161 23.4682
O -5.2600 7.6872 22.4010
N -5.1547 8.3886 24.6077
C -4.1626 8.4360 25.6470
C -6.2751 9.3795 24.6649
H -3.8422 7.0620 23.6233
H -3.7018 9.4225 25.6438
H -3.4859 7.5617 25.5048
H -4.6826 8.2547 26.5822
H -5.8712 10.4208 24.5643
H -6.8652 9.2368 23.7723
H -6.8553 9.2141 25.5806
C -9.0842 5.7307 14.6809
O -8.3980 5.5576 13.6944
N -9.7371 6.9046 14.9948
C -10.4802 7.1020 16.2434
C -9.2744 8.0849 14.3272
H -9.4746 4.9204 15.4043
H -10.0576 7.8824 16.9104
H -10.5377 6.2142 16.8568
H -11.4932 7.3570 16.0600
H -8.8150 7.7512 13.4371
H -10.0483 8.8440 14.0531
H -8.6937 8.6405 15.0753
C -6.8308 5.3687 25.2557
O -5.9568 5.0496 26.0999
N -7.7246 4.4595 24.8289
C -8.6022 4.8045 23.7243
C -7.5583 3.1060 25.2242
H -6.9622 6.4290 24.8266
H -9.6632 4.7068 24.0044
H -8.4936 4.2101 22.8328
H -8.5006 5.8179 23.3887
H -6.6660 3.0893 25.9150
H -8.5032 2.7674 25.5992
H -7.3093 2.5016 24.3808
C -12.8473 3.8079 26.7690
O -13.5456 2.8873 27.1691
N -11.7319 4.2278 27.4538
C -10.8801 5.3425 27.2128
C -11.4788 3.7450 28.8310
H -12.9723 4.2544 25.7581
H -10.9156 5.7853 26.1430
H -9.8493 5.0596 27.3903
H -11.0298 6.1286 27.9278
H -10.6088 3.1491 28.8961
H -11.3980 4.6576 29.5328
H -12.2968 3.1151 29.1133
```

**Charge**: 0
**Maximum force**: 3.6 eV/A
**E_HOMO**: -0.3259 hartree
**Kohn-Sham gap**: 9.414 eV
**LUMO**: 0.55 eV
**Calculated total energy**: -3398.58026 a.u.

Löwdin population analysis, charges in e, atoms 1 to 2: atom 1 (C): -0.154, atom 2 (C): -0.131